Computed, not measured: a cluster of 7 separate species, C24H40F18N3O14S2 in total in a non-equilibrium geometry, with the ωB97M-V functional and the def2-TZVPD basis.

Cartesian coordinates (Å):
C (-0.09198, -3.63271, -0.96184)
F (0.54749, -4.74943, -0.59276)
F (-0.20228, -3.56168, -2.27657)
F (-1.31436, -3.64603, -0.44600)
S (0.80844, -2.04642, -0.47376)
O (2.15839, -2.43910, -0.12748)
O (0.73882, -1.16579, -1.59020)
N (0.07650, -1.73240, 0.97831)
S (-0.67336, -0.28827, 0.75584)
O (0.24723, 0.77894, 0.44576)
O (-1.90398, -0.40299, 0.02045)
C (-1.10387, -0.04270, 2.59125)
F (0.03056, -0.15800, 3.31195)
F (-1.52901, 1.19706, 2.75569)
F (-2.08236, -0.87911, 2.91793)
C (3.02085, -2.95743, 3.36148)
C (1.63180, -3.07601, 3.90316)
O (1.36479, -2.92746, 5.04637)
N (0.54319, -3.48810, 2.93551)
H (0.51660, -2.77944, 2.15257)
H (0.90745, -4.34932, 2.52090)
C (-0.68310, -3.84111, 3.69988)
H (3.31392, -4.01437, 3.35364)
H (3.69297, -2.39873, 4.00340)
H (2.99309, -2.52188, 2.36085)
H (-1.05303, -2.91247, 4.12962)
H (-0.46501, -4.62794, 4.40847)
H (-1.47156, -4.07735, 2.98483)
C (5.54777, -1.62148, -1.86494)
C (4.59220, -0.55274, -1.37704)
O (3.61608, -0.27926, -1.95358)
N (4.80040, -0.09365, 0.03798)
H (5.07960, -0.95427, 0.51221)
H (5.62239, 0.51050, 0.04499)
C (3.59512, 0.57440, 0.70854)
H (5.11145, -2.57209, -1.55448)
H (6.56873, -1.50213, -1.49844)
H (5.54961, -1.52518, -2.94863)
H (2.65753, 0.32275, 0.21900)
H (3.86172, 1.62802, 0.68420)
H (3.59286, 0.32573, 1.76872)
C (-3.44609, 3.16652, -4.96244)
O (-2.16324, 2.51953, -4.77131)
O (-3.22137, 4.45541, -5.24452)
C (-4.23002, 2.36779, -6.03825)
F (-3.49422, 2.36800, -7.18301)
F (-4.47675, 1.10201, -5.64907)
F (-5.42815, 2.88374, -6.39600)
C (-2.02551, 1.38043, -3.90392)
C (-0.65432, 0.87053, -4.35604)
H (-0.36371, -0.11369, -3.96680)
H (-0.51089, 0.91988, -5.43236)
H (0.16075, 1.45249, -3.91315)
H (-2.83621, 0.65366, -3.97375)
H (-1.96616, 1.75006, -2.87523)
H (-3.95473, 3.06689, -3.98519)
C (1.76025, -1.59987, -6.80848)
O (2.33022, -2.73553, -6.11113)
O (2.69922, -1.16741, -7.67116)
C (0.45625, -2.10383, -7.45552)
F (-0.10422, -1.14102, -8.19290)
F (0.54517, -3.21281, -8.21625)
F (-0.40521, -2.41418, -6.44827)
C (1.91675, -3.06880, -4.79796)
C (2.87607, -4.12434, -4.28608)
H (2.59014, -4.53721, -3.31332)
H (2.90574, -4.94115, -5.00958)
H (3.89624, -3.74909, -4.16597)
H (0.90247, -3.47421, -4.82798)
H (1.93620, -2.15096, -4.19759)
H (1.52078, -0.78191, -6.11200)
C (2.24198, 1.99826, 5.71717)
O (0.78719, 1.99535, 5.65606)
O (2.62840, 1.24272, 6.73956)
C (2.86236, 1.64730, 4.36544)
F (2.80365, 0.29501, 4.13021)
F (2.36194, 2.24237, 3.27589)
F (4.20785, 1.89851, 4.36898)
C (0.14824, 3.05536, 4.95119)
C (-1.25829, 3.18627, 5.41637)
H (-1.45486, 3.56414, 6.42633)
H (-1.85566, 3.83525, 4.77074)
H (-1.81989, 2.24898, 5.46630)
H (0.09697, 2.66134, 3.93073)
H (0.72070, 3.98739, 4.98593)
H (2.59968, 3.01810, 5.97127)
C (-5.42295, 3.91185, 1.58515)
O (-5.69869, 3.43369, 2.91964)
O (-6.50444, 4.47607, 1.08020)
C (-4.23668, 4.90688, 1.62658)
F (-3.00693, 4.27073, 1.81433)
F (-4.01050, 5.62084, 0.50902)
F (-4.37862, 5.77917, 2.65709)
C (-4.74401, 2.74865, 3.69272)
C (-5.13678, 1.25599, 3.59487)
H (-6.11822, 1.02041, 4.00780)
H (-5.18337, 0.98842, 2.53697)
H (-4.38012, 0.58215, 4.01651)
H (-4.85447, 3.16842, 4.69676)
H (-3.69140, 2.78516, 3.40606)
H (-5.13217, 3.01393, 1.00160)

Results
Energy above the lowest of the compared OMol25 structures with the same formula, charge and spin in kcal/mol: 0.0
Electronic energy in Eh: -4749.77211
Net charge: -3
Orbital gap in Eh: 0.081
Maximum force in hartree/bohr: 0.073

Computed, not measured: the molecule C23H27ClN4O, with the ωB97M-V functional and the def2-TZVPD basis.

Cartesian coordinates (Å):
C (4.43602, -0.14460, -2.30460)
C (3.28287, -0.75681, -2.07235)
C (2.17191, -0.81678, -3.07934)
C (3.02941, -1.45640, -0.75858)
N (1.75872, -1.09864, -0.16382)
C (1.65941, -0.35474, 0.94684)
O (2.59335, 0.00260, 1.64459)
C (0.22505, 0.03815, 1.35086)
C (0.09009, 1.53945, 1.26885)
C (-0.30603, 2.27888, 2.33882)
C (-0.45117, 3.69259, 2.25307)
C (-0.18933, 4.33083, 1.09200)
N (0.22490, 3.59951, 0.01054)
C (0.56345, 3.99493, -1.26387)
C (0.92331, 2.84671, -1.91189)
N (0.81099, 1.75524, -1.10424)
C (0.38733, 2.22350, 0.05569)
N (-0.83028, -0.71662, 0.63781)
C (-1.33389, -1.83193, 1.44939)
C (-0.37793, -3.02009, 1.53393)
C (-0.32480, -3.77206, 0.20800)
C (-0.81837, -3.94942, 2.66088)
C (-1.88783, 0.06122, 0.05276)
C (-2.90815, 0.61317, 0.82281)
C (-3.91495, 1.36313, 0.23679)
C (-3.89469, 1.56114, -1.13427)
Cl (-5.14629, 2.51455, -1.87725)
C (-2.89796, 1.01239, -1.92155)
C (-1.90035, 0.25933, -1.32051)
H (5.20718, -0.09007, -1.54622)
H (4.64285, 0.32473, -3.25888)
H (1.32140, -0.22906, -2.72346)
H (2.48846, -0.41412, -4.04078)
H (1.83375, -1.84638, -3.23229)
H (3.04611, -2.53990, -0.92449)
H (3.80430, -1.21181, -0.03532)
H (0.89154, -1.25581, -0.65322)
H (0.17405, -0.21293, 2.41695)
H (-0.51745, 1.78318, 3.27777)
H (-0.77067, 4.26467, 3.11133)
H (-0.27981, 5.39705, 0.94732)
H (0.52711, 5.02514, -1.56976)
H (1.26188, 2.75601, -2.93181)
H (-1.57196, -1.48992, 2.46926)
H (-2.27060, -2.17184, 1.00020)
H (0.62352, -2.64805, 1.77014)
H (-1.27624, -4.27982, 0.02648)
H (-0.14604, -3.10076, -0.63206)
H (0.46182, -4.52803, 0.21342)
H (-1.83922, -4.30375, 2.49280)
H (-0.16986, -4.82444, 2.72035)
H (-0.79262, -3.44446, 3.62809)
H (-2.91236, 0.46474, 1.89556)
H (-4.70547, 1.79679, 0.83347)
H (-2.90309, 1.17427, -2.99052)
H (-1.10338, -0.16463, -1.91571)

Results
Energy above the lowest of the compared OMol25 structures with the same formula, charge and spin in kcal/mol: 14.2
SMILES string: C=C(C)CNC(=O)[C@@H](c1cccn2ccnc12)N(CC(C)C)c1ccc(Cl)cc1
Electronic energy in Eh: -1647.10511
Orbital gap in Eh: 0.327
Maximum force in hartree/bohr: 0.002

Computed, not measured: a structure of composition C25H35BrClGeMnNO7, with the ωB97M-V functional and the def2-TZVPD basis.

Cartesian coordinates (Å):
Mn (-0.04942, 0.51623, 0.75256)
C (-0.08291, -3.39397, -1.92320)
C (-0.55652, -2.01910, -2.39742)
C (-0.14576, -1.80876, -3.85553)
C (-2.08917, -1.91289, -2.25371)
O (0.02701, -0.99375, -1.60079)
Ge (1.84499, -0.91398, -1.21887)
O (1.32482, -1.42075, 0.52285)
C (2.17444, -1.77403, 1.59784)
C (2.61182, -3.22454, 1.44963)
C (3.37773, -0.84191, 1.69448)
C (1.29065, -1.61018, 2.83288)
O (1.56683, 0.87656, -0.58355)
C (2.33082, 2.00912, -1.04109)
C (1.85338, 2.38581, -2.44161)
C (2.11767, 3.16117, -0.07672)
C (3.81371, 1.65100, -1.08313)
H (-0.55265, -4.18920, -2.50852)
H (-0.34141, -3.53906, -0.87318)
H (1.00126, -3.49181, -2.02915)
H (-0.61400, -2.55503, -4.50391)
H (0.93832, -1.88316, -3.97043)
H (-0.46121, -0.81726, -4.18863)
H (-2.57780, -1.77804, -3.22162)
H (-2.34619, -1.06312, -1.62451)
H (-2.51383, -2.80366, -1.78625)
H (3.26961, -3.33726, 0.58539)
H (1.73680, -3.86119, 1.30547)
H (3.15331, -3.56429, 2.33747)
H (3.97073, -0.89819, 0.77762)
H (4.02041, -1.13157, 2.52962)
H (3.05659, 0.18921, 1.85106)
H (0.57657, -2.43981, 2.89885)
H (0.45983, 0.10155, 3.50302)
H (1.89422, -1.58447, 3.74440)
H (0.81970, 2.72923, -2.41625)
H (1.91334, 1.51936, -3.10661)
H (2.47598, 3.18187, -2.85865)
H (1.06221, 3.42338, -0.01740)
H (2.67233, 4.03791, -0.42440)
H (2.45898, 2.90529, 0.92617)
H (4.01888, 0.85747, -1.80399)
H (4.15937, 1.33052, -0.09887)
H (4.38898, 2.53268, -1.37464)
O (0.44545, 1.48255, 4.58429)
Cl (0.94515, 2.53020, 3.65188)
O (2.37359, 2.28965, 3.43711)
O (0.25702, 2.26800, 2.34574)
O (0.60403, -0.39315, 2.66921)
Br (-3.72315, 5.05562, -2.66274)
C (-2.70421, 3.77264, -1.68868)
C (-2.46566, 3.97312, -0.34219)
C (-1.72917, 3.02555, 0.36205)
C (-1.21425, 1.88742, -0.25940)
C (-1.47043, 1.72717, -1.62066)
C (-2.21369, 2.65704, -2.34000)
H (-2.84932, 4.85430, 0.15585)
H (-1.54692, 3.19704, 1.41510)
H (-1.06229, 0.86882, -2.13574)
H (-2.40307, 2.51373, -3.39660)
N (-6.14962, -3.20584, 2.74996)
C (-5.23767, -2.57798, 2.43471)
C (-4.09514, -1.79770, 2.04360)
C (-4.12789, -0.40938, 2.13538)
C (-3.02296, 0.33292, 1.74295)
C (-1.86773, -0.28312, 1.27172)
C (-1.85268, -1.68049, 1.19672)
C (-2.94985, -2.43791, 1.57184)
H (-5.01857, 0.08328, 2.50467)
H (-3.07765, 1.41235, 1.81014)
H (-0.96357, -2.18478, 0.83583)
H (-2.93020, -3.51848, 1.50059)

Results
2S+1: 5
Energy above the lowest of the compared OMol25 structures with the same formula, charge and spin in kcal/mol: 34.8
Electronic energy in Eh: -7817.14972
⟨S²⟩: 6.197
Net charge: -1
Orbital gap (alpha / beta) in Eh: 0.301 / 0.302
Maximum force in hartree/bohr: 0.011